The following is a quantum chemistry calculation of a structure of composition C8H8Cl2HoLaN2O3Se, from the OMol25 dataset.

Expectation value of S²: 6.005
Charge: +4
Multiplicity: 5
LUMO (alpha / beta): -0.595 / -0.595 hartree
Calculated total energy: -134556.030 eV
HOMO level (alpha / beta): -20.10 / -20.10 eV

Positions of all 26 atoms, in Å:
1 La 0.787 -0.278 -4.928
2 Ho -0.304 1.051 -0.993
3 Cl -1.280 1.063 -3.463
4 Cl 1.842 1.018 -2.345
5 C -0.501 -0.688 0.804
6 C 0.311 1.249 -6.646
7 C 0.523 -1.174 -7.299
8 O -0.577 -1.533 1.598
9 O -0.050 1.955 -7.491
10 O 0.412 -1.366 -8.426
11 C 2.562 1.519 2.469
12 N 1.211 1.369 2.958
13 C 0.843 0.506 3.964
14 C -0.505 0.424 4.007
15 N -0.959 1.278 3.029
16 C -2.367 1.350 2.577
17 C 0.078 1.848 2.353
18 Se -0.038 3.059 0.933
19 H 2.583 2.267 1.689
20 H 2.919 0.574 2.060
21 H 3.221 1.811 3.296
22 H 1.540 -0.037 4.553
23 H -1.179 -0.156 4.595
24 H -2.596 0.572 1.815
25 H -3.016 1.133 3.464
26 H -2.604 2.357 2.190